Density functional theory data (ωB97M-V/def2-TZVPD) for the ion C2H5N2O3 with charge +1 in a non-equilibrium geometry.

Atoms and positions in Å:
C 1.12009 -1.01668 0.61329
C 0.16937 -0.05558 0.12048
N 0.33936 0.93457 -0.68031
O -0.62100 1.88127 -0.94020
N -1.33280 -0.28258 0.48167
O -2.13289 -0.06141 -0.39386
O -1.51720 -0.57141 1.61027
H 1.05476 -1.12441 1.66664
H 0.73410 -2.01118 0.30937
H 2.10765 -0.69316 0.21719
H 1.20165 1.12452 -1.15732
H -1.12310 1.87606 -1.84721

As for the net charge: +1. As for the multiplicity: 1. For the total energy, the calculation gives -11264.404 eV. The value obtained for the LUMO energy is -6.25 eV. The SMILES is C/C(=[NH+]/O)[N+](=O)[O-].

Atomic partial charges in e from the Mulliken method, atoms 1 to 4: C -1.073; C 0.591; N 0.127; O -0.382

Density functional theory data (ωB97M-V/def2-TZVPD) for a cluster of 3 separate species, CH7N3 in total in a non-equilibrium geometry.

Atoms and positions in Å:
C 0.26018 1.12633 -0.18268
N -0.06084 -0.03610 -0.94003
H 0.57000 -0.26904 -1.69879
H -1.71418 -1.13060 0.00986
H -0.65117 1.56220 0.23303
H 0.90676 0.86900 0.69444
H 0.79961 1.88628 -0.75099
N -0.06214 -1.67191 0.32612
N 0.52060 -1.43104 1.31679
H 0.57456 -0.48696 1.75771
H -1.14337 -0.41815 -0.76546

As for the net charge: 0. As for the multiplicity: 1. For the total energy, the calculation gives -5614.735 eV. The value obtained for the LUMO energy (spin up / spin down) is -0.02 / -0.03 eV.

Atomic partial charges in e from the Mulliken method, atoms 1 to 4: C -0.564; N -0.522; H 0.207; H 0.186

Density functional theory data (ωB97M-V/def2-TZVPD) for an isolated molecule of C4H6N2O.

Atoms and positions in Å:
N -1.33764 -0.55088 -1.92075
C -0.85870 -0.27913 -0.78676
O -1.11754 -0.94395 0.36033
C -0.03098 -0.77597 1.28000
C 1.15952 -0.41972 0.37457
C 1.15227 1.04234 0.26342
N 0.00506 0.84531 -0.67983
H -1.91221 -1.38733 -1.87168
H -0.32388 -0.01745 2.02538
H 0.13090 -1.73320 1.77759
H 1.97309 1.47414 -0.31555
H 0.89967 1.67106 1.12417
H 0.26044 1.07479 -1.63089

As for the net charge: 0. As for the multiplicity: 1. For the total energy, the calculation gives -9268.375 eV. The value obtained for the LUMO energy is -0.19 eV.

Atomic partial charges in e from the Mulliken method, atoms 1 to 4: N -0.736; C 0.600; O -0.349; C -0.173

Density functional theory data (ωB97M-V/def2-TZVPD) for an isolated molecule of C2HCl2FS in a non-equilibrium geometry.

Atoms and positions in Å:
F 1.09935 -0.59041 1.16031
C 0.62220 0.08533 0.05427
Cl 1.25615 -0.37136 -1.54563
Cl 1.10563 1.74129 0.29983
C -0.92254 -0.08586 -0.09158
S -1.58984 -1.34123 0.63895
H -1.57096 0.56224 -0.51616

As for the net charge: 0. As for the multiplicity: 1. For the total energy, the calculation gives -40686.322 eV. The value obtained for the LUMO energy is -1.00 eV. The SMILES is FC(Cl)(Cl)C=S.

Atomic partial charges in e from the Mulliken method, atoms 1 to 4: F -0.176; C 0.643; Cl -0.115; Cl -0.136

Density functional theory data (ωB97M-V/def2-TZVPD) for a structure of composition C3H6LiO4Tb in a non-equilibrium geometry.

Atoms and positions in Å:
O 1.62226 -1.23359 0.77014
C 0.47863 -0.64135 0.56925
O -0.26634 -0.94061 -0.37103
O 0.31466 0.43007 1.27760
C -0.17660 1.62575 0.58026
H 0.77487 2.18679 0.59194
H -0.66215 2.60970 0.59799
H -2.18980 1.63289 0.67391
C 2.16504 -2.01800 -0.29927
H 3.04702 -2.50863 0.11826
H 1.44422 -2.74912 -0.68421
O -2.90655 1.22055 -0.38471
Tb -1.38791 0.49851 -1.81836
Li -4.67670 1.24693 -0.48256
H 2.41935 -1.35988 -1.13922

As for the net charge: +2. As for the multiplicity: 7. For the total energy, the calculation gives -34017.280 eV. The value obtained for the LUMO energy (spin up / spin down) is -9.48 / -8.11 eV.

Atomic partial charges in e from the Mulliken method, atoms 1 to 4: O -0.277; C 1.139; O -0.660; O -0.231

Density functional theory data (ωB97M-V/def2-TZVPD) for a cluster of 2 separate species, C5H13NO2 in total in a non-equilibrium geometry.

Atoms and positions in Å:
C 1.86687 -2.62725 -0.82668
C 1.00765 -2.72328 0.43348
C -0.03577 -1.58990 0.64440
N 0.31145 -0.39850 -0.12847
C -0.51259 0.67246 -0.32329
C -1.99009 0.45870 -0.38624
O -0.02126 1.77004 -0.54825
H 2.64594 -1.88937 -0.63022
H 2.47048 -3.52385 -0.87122
H 1.27222 -2.41981 -1.71137
H 0.44779 -3.64442 0.53408
H 1.66170 -2.64103 1.30087
H -0.98510 -1.97146 0.26883
H -0.17504 -1.36087 1.70081
H 1.27141 -0.10337 -0.00771
H -2.46807 0.77914 0.50962
H -2.34273 -0.51546 -0.72217
H -2.34389 1.17053 -1.11946
O -0.44860 4.11914 0.99564
H -0.55128 4.90332 0.45950
H -0.30019 3.39126 0.37281

As for the net charge: 0. As for the multiplicity: 1. For the total energy, the calculation gives -10981.250 eV. The value obtained for the LUMO energy is 0.77 eV. The SMILES is CCCNC(C)=O.O.

Atomic partial charges in e from the Mulliken method, atoms 1 to 4: C -1.140; C -0.475; C -0.529; N -0.047

Density functional theory data (ωB97M-V/def2-TZVPD) for a structure of composition C21H23N2NiO2SSe.

Atoms and positions in Å:
Ni -1.61439 -1.75791 -1.34431
O 4.97400 -2.74639 0.50163
C 4.58797 -2.64213 -0.86293
C 3.09008 -2.67877 -0.97222
C 2.49221 -2.82953 -2.21115
C 1.11397 -2.77921 -2.30471
N 0.33036 -2.60800 -1.23978
C 0.90292 -2.48846 -0.04846
C 2.27259 -2.51366 0.13683
C -0.06248 -2.26231 1.08039
C 0.27585 -2.35982 2.41532
C -0.71626 -2.14096 3.37076
C -0.37739 -2.16068 4.83608
O 0.49081 -1.08852 5.19886
C -1.99712 -1.85631 2.93326
C -2.25791 -1.78656 1.56989
N -1.29359 -1.97324 0.67796
H 5.89931 -2.49866 0.57518
H 5.00976 -3.46043 -1.45338
H 4.94137 -1.70238 -1.29749
H 3.08298 -2.96094 -3.11042
H 0.60279 -2.86144 -3.25488
H 2.71046 -2.37463 1.11315
H 1.28337 -2.60790 2.72465
H 0.15554 -3.07670 5.09170
H -1.29808 -2.13306 5.42441
H 0.23276 -0.31491 4.68656
H -2.80203 -1.69209 3.63994
H -3.23075 -1.58757 1.12979
C -1.87397 5.99772 -0.54746
C -1.53303 4.57642 -0.92258
C -2.47859 3.72787 -1.48179
C -2.17896 2.42092 -1.86443
C -3.25359 1.57549 -2.48433
C -0.87466 1.92362 -1.68193
Se -0.40029 0.17333 -2.31555
C 0.08527 2.76319 -1.08986
C 1.49973 2.31574 -0.80740
C -0.25708 4.06750 -0.73186
H -2.92756 6.20974 -0.73761
H -1.28418 6.71889 -1.11961
H -1.68202 6.19508 0.51075
H -3.49085 4.09066 -1.64066
H -4.17980 2.14610 -2.58799
H -3.45487 0.66948 -1.91003
H -2.94653 1.19981 -3.46254
H 1.57440 1.23029 -0.80518
H 1.83000 2.71321 0.15601
H 2.19361 2.68243 -1.57117
H 0.50711 4.69713 -0.27873
S -3.67323 -2.15143 -1.63269

As for the net charge: -1. As for the multiplicity: 3. For the total energy, the calculation gives -146452.186 eV. The value obtained for the LUMO energy (spin up / spin down) is 2.08 / 2.08 eV.

Atomic partial charges in e from the Mulliken method, atoms 1 to 4: Ni -0.059; O -0.509; C -0.561; C 0.527

Density functional theory data (ωB97M-V/def2-TZVPD) for an isolated molecule of C2H5NOS.

Atoms and positions in Å:
C -0.52867 -1.72238 0.26513
S -1.21298 -0.07224 0.01408
C 0.42147 0.68320 -0.10924
N 0.32191 2.01884 -0.35132
O 1.48163 0.10179 -0.07761
H 0.09535 -1.68570 1.15953
H -1.33910 -2.45809 0.33258
H 0.13856 -1.92298 -0.57392
H 1.12872 2.55516 -0.63831
H -0.50689 2.50240 -0.02091

As for the net charge: 0. As for the multiplicity: 1. For the total energy, the calculation gives -16528.381 eV. The value obtained for the LUMO energy is 0.75 eV. The SMILES is CSC(N)=O.

Atomic partial charges in e from the Mulliken method, atoms 1 to 4: C -0.733; S -0.151; C 0.632; N -0.424